1:
Computed, not measured: a 2-piece molecular cluster, C7H14N3O overall, with the ωB97M-V functional and the def2-TZVPD basis.

CARTESIAN COORDINATES (ANGSTROEM)
1 C -0.06405 1.26649 -2.09183
2 C -0.20054 -0.07996 -2.10266
3 C -0.34575 0.60928 0.03557
4 C -0.16219 -0.89324 -3.37478
5 C -1.08999 -0.83015 1.86810
6 C 1.85972 0.07809 0.99039
7 C -0.75247 0.57141 1.38719
8 N -0.24569 1.73453 -0.77450
9 N -0.42497 -0.50814 -0.79590
10 N -0.64245 1.63987 2.19559
11 O 1.78078 -1.24399 1.01857
12 H 0.13073 2.07756 -2.76359
13 H -1.08117 -1.21502 -3.94623
14 H 0.39609 -0.38680 -4.05531
15 H 0.44777 -1.73330 -3.32276
16 H -1.97563 -1.36179 1.57369
17 H -1.13529 -1.01674 2.86182
18 H -0.29045 -1.60217 1.61477
19 H 2.25801 0.69629 1.93475
20 H 2.13557 0.41157 0.08068
21 H 0.41726 2.48544 -0.67097
22 H -1.04968 -1.29320 -0.75898
23 H -0.16791 2.48950 1.95492
24 H -1.03639 1.53065 3.14176
25 H 2.45777 -1.72650 1.54322

- Charge: +1
- E_LUMO (alpha / beta): -3.17 / -4.16 eV



2:
Computed, not measured: an isolated ion of composition C7H14N3O and charge +1, with the ωB97M-V functional and the def2-TZVPD basis.

CARTESIAN COORDINATES (ANGSTROEM)
1 C -2.50642 -0.15776 1.03385
2 C 0.57472 -0.69105 -0.13387
3 C -1.58642 0.30357 -0.09343
4 C 1.15540 -1.92800 -0.96365
5 C -2.66219 0.48457 -1.20528
6 C -1.07382 1.74768 0.25498
7 C 3.44135 0.50941 0.42680
8 N -0.72249 -0.64489 -0.46659
9 N 1.11733 -0.07436 0.89263
10 N 2.30860 0.20346 1.22064
11 O -2.56879 -1.38587 1.33982
12 H 0.31800 -2.35490 -1.45144
13 H 1.47417 -2.60139 -0.19160
14 H 2.01545 -1.73436 -1.61416
15 H -2.07269 0.90276 -2.00406
16 H -3.52786 1.07738 -1.02677
17 H -2.98727 -0.51053 -1.50018
18 H -0.05076 1.68656 0.57350
19 H -1.69740 2.25309 0.91083
20 H -1.14929 2.22853 -0.69256
21 H 3.94393 1.33525 0.80918
22 H 4.17679 -0.22688 0.46597
23 H 3.18013 0.66556 -0.60556
24 H -3.46589 -1.53225 1.82531
25 H 2.36543 0.44440 2.19565

- Charge: +1
- E_LUMO (alpha / beta): -4.86 / -5.96 eV



Sorted by energy, starting with the most stable: 1, 2.



1:
Computed, not measured: one molecule with the formula C2H4FIOS, with the ωB97M-V functional and the def2-TZVPD basis.

CARTESIAN COORDINATES (ANGSTROEM)
1 C 0.60956 -0.81571 1.72516
2 C -0.52919 1.24019 -0.99901
3 O 1.50627 -0.31516 -0.80791
4 F -0.18659 -0.31540 2.75126
5 S 0.79411 0.48446 0.19795
6 I -2.66235 0.84272 -0.62771
7 H 1.65860 -0.74822 2.06399
8 H 0.17962 -1.85383 1.59879
9 H -0.39319 2.23785 -0.68190
10 H -0.42677 0.79720 -2.01081

- E_LUMO: -0.26 eV



2:
Computed, not measured: C2H4FIOS as an isolated structure, with the ωB97M-V functional and the def2-TZVPD basis.

CARTESIAN COORDINATES (ANGSTROEM)
1 C -1.10208 0.84470 1.43240
2 C 0.55898 -0.34687 -1.93328
3 O 1.44699 0.30108 0.61706
4 F -2.39387 0.87549 1.08420
5 S 0.32364 0.78554 -0.16697
6 I -0.27334 1.02328 -3.33107
7 H -0.77289 1.77255 1.88173
8 H -0.86987 -0.04865 2.01163
9 H 1.63101 -0.39165 -2.02797
10 H 0.03564 -1.28932 -1.97051

- E_LUMO (alpha / beta): -0.62 / -0.62 eV



Sorted by energy, starting with the most stable: 1, 2.



1:
Computed, not measured: one molecule with the formula C10H14FNO4S, with the ωB97M-V functional and the def2-TZVPD basis.

CARTESIAN COORDINATES (ANGSTROEM)
1 C -0.27195 -2.51353 -0.01757
2 H -0.63349 -2.31086 0.99570
3 O -0.50254 -1.42435 -0.87944
4 C -1.85008 -1.20601 -1.20899
5 C -2.75662 -0.85100 -0.02137
6 N -2.11089 0.12922 0.82846
7 S -1.73660 1.61481 0.12622
8 O -1.76163 2.55779 1.20726
9 O -2.57010 1.85500 -1.01802
10 C -0.04654 1.37563 -0.39094
11 C 0.84979 0.98453 0.58411
12 C 2.17599 0.74362 0.24488
13 C 2.53933 0.92965 -1.09926
14 C 1.64105 1.33830 -2.06111
15 C 0.32007 1.56488 -1.70322
16 H -0.41828 1.87844 -2.42221
17 H 1.98139 1.46710 -3.07607
18 F 3.81674 0.69945 -1.45519
19 O 3.14579 0.34161 1.09395
20 C 2.80739 0.14492 2.44774
21 H 3.72835 -0.17174 2.93423
22 H 2.04826 -0.63508 2.55887
23 H 2.45084 1.07047 2.90887
24 H 0.48304 0.86910 1.58942
25 H -2.61325 0.30040 1.68726
26 H -2.96161 -1.73765 0.58475
27 H -3.70271 -0.47394 -0.43099
28 H -2.27218 -2.09101 -1.71140
29 H -1.83819 -0.36847 -1.90801
30 H -0.74853 -3.42644 -0.39451
31 H 0.80717 -2.65483 0.00658

- E_LUMO: 0.53 eV



2:
Computed, not measured: one molecule with the formula C10H14FNO4S, with the ωB97M-V functional and the def2-TZVPD basis.

CARTESIAN COORDINATES (ANGSTROEM)
1 C 2.53200 -0.48478 -4.27092
2 H 3.26917 -0.55687 -5.06883
3 O 2.24087 -1.80902 -3.88623
4 C 1.12186 -1.94022 -3.04899
5 C 1.36142 -1.46294 -1.60621
6 N 0.19881 -1.65814 -0.76917
7 S -1.09092 -0.60237 -1.01216
8 O -2.23979 -1.36536 -1.40705
9 O -0.65645 0.48582 -1.83577
10 C -1.32910 -0.02164 0.66247
11 C -0.58487 1.04736 1.10098
12 C -0.69917 1.51596 2.41550
13 C -1.60132 0.83761 3.24300
14 C -2.35105 -0.23702 2.79311
15 C -2.21832 -0.67922 1.49100
16 H -2.79516 -1.50239 1.10530
17 H -3.03204 -0.70887 3.48380
18 F -1.78584 1.20694 4.53407
19 O 0.08107 2.56914 2.72880
20 C 0.02771 3.14654 4.01988
21 H 0.33409 2.43747 4.79234
22 H -0.96967 3.52764 4.25038
23 H 0.73301 3.97523 3.98979
24 H 0.08704 1.54938 0.42522
25 H -0.14025 -2.60901 -0.78090
26 H 1.56111 -0.39113 -1.59874
27 H 2.21089 -1.99389 -1.16781
28 H 0.88760 -3.00969 -3.04340
29 H 0.25983 -1.38839 -3.45235
30 H 1.63566 0.02333 -4.64205
31 H 2.95181 0.09854 -3.44504

- E_LUMO: 0.68 eV



Sorted by energy, starting with the most stable: 1, 2.



1:
Computed, not measured: one molecule with the formula C4HClN2, with the ωB97M-V functional and the def2-TZVPD basis.

CARTESIAN COORDINATES (ANGSTROEM)
1 C -0.24906 0.08334 -0.43644
2 C 0.80884 -0.10409 0.47186
3 C 0.43421 -0.46442 1.79442
4 C -0.35187 0.45247 -1.90125
5 H 1.69727 -0.08169 0.01523
6 N 0.20122 -0.85148 2.91936
7 N -0.69487 0.72229 -3.06582
8 Cl -1.84575 0.24358 0.20264

- E_LUMO: -1.73 eV



2:
Computed, not measured: one molecule with the formula C4HClN2, with the ωB97M-V functional and the def2-TZVPD basis.

CARTESIAN COORDINATES (ANGSTROEM)
1 C 0.51636 0.33903 -0.07225
2 C -0.42837 -0.62483 -0.15928
3 C -1.80981 -0.22117 0.08919
4 C 1.83249 0.10047 -0.10897
5 H -0.09766 -1.59746 -0.09917
6 N -2.89751 0.11291 0.12948
7 N 2.97446 -0.06088 0.22054
8 Cl -0.08994 1.95191 0.00047

- E_LUMO: -1.52 eV



Sorted by energy, starting with the most stable: 2, 1.